1.
25
Properties=species:S:1:pos:R:3 method="wB97M-V/def2-TZVPD" spin_multiplicity=1 relative_energy_kj_mol=109.9 homo_ev=-5.31 fmax_ev_per_a=1.75 lumo_energy_ev=3.15 charge=-1 homo_lumo_gap_ev=8.47
C -0.558 -0.103 1.734
C -0.212 -1.087 0.619
C 1.167 -1.671 0.736
O -1.094 -2.269 0.761
N -0.769 1.250 1.311
C 0.123 1.949 0.477
O -0.219 3.083 0.103
O 1.176 1.310 0.163
H -1.363 -0.475 2.353
H 0.240 -0.219 2.497
H -0.380 -0.732 -0.391
H 1.147 -2.700 1.102
H 1.792 -0.982 1.304
H 1.736 -1.776 -0.193
H -1.969 -2.019 0.446
H -1.434 1.790 1.840
H 1.787 3.431 -1.183
H 2.748 2.859 -0.247
O 2.696 3.583 -0.887
H -2.098 -2.306 -2.654
H -2.488 -2.910 -1.347
O -2.776 -2.878 -2.270
H 0.757 0.815 -1.515
H -0.308 1.407 -2.386
O 0.300 0.651 -2.373

=====

2.
53
Properties=species:S:1:pos:R:3 method="wB97M-V/def2-TZVPD" spin_multiplicity=1 relative_energy_kj_mol=0.0 homo_ev=-1.23 fmax_ev_per_a=0.38 lumo_energy_ev=3.40 charge=-2 homo_lumo_gap_ev=4.63
Pd -1.959 -0.585 1.614
N -3.543 2.124 2.684
C -3.295 0.866 3.051
O -3.853 -0.108 2.485
C -2.300 0.593 4.159
C -1.425 -0.528 3.601
H -3.891 2.276 1.729
H -2.872 2.817 2.978
H -2.849 0.345 5.074
H -1.714 1.493 4.343
H -1.668 -1.499 4.040
H -0.362 -0.322 3.728
I 2.501 6.107 3.082
C 1.189 4.630 2.490
C 0.705 4.398 1.217
N -0.102 3.340 1.321
N -0.186 2.859 2.560
C 0.602 3.639 3.290
H 0.882 4.865 0.264
H -0.585 2.897 0.533
H 0.728 3.460 4.346
C -0.615 -3.354 0.134
C 0.255 -2.176 0.388
N -0.071 -1.101 1.071
C 1.037 -0.290 1.133
C 2.058 -0.888 0.476
N 1.554 -2.087 0.007
C 2.274 -3.052 -0.780
N 2.652 -2.536 -2.067
N 3.923 -2.716 -2.496
N 4.021 -2.310 -3.706
C 2.790 -1.837 -4.109
C 2.380 -1.265 -5.320
C 1.067 -0.870 -5.406
C 0.164 -1.025 -4.328
C 0.554 -1.575 -3.132
C 1.890 -1.982 -3.056
H -1.633 -3.086 0.404
H -0.294 -4.213 0.731
H -0.620 -3.629 -0.921
H 0.995 0.672 1.611
H 3.050 -0.552 0.232
H 1.639 -3.931 -0.888
H 3.204 -3.342 -0.291
H 3.080 -1.128 -6.134
H 0.706 -0.389 -6.306
H -0.837 -0.623 -4.420
H -0.141 -1.608 -2.299
Se -3.195 3.357 -0.549
Sb -2.224 1.511 -1.872
Se -2.789 -0.726 -0.791
Se 0.224 1.770 -1.760
Se -3.102 1.312 -4.142

=====

3.
114
Properties=species:S:1:pos:R:3 method="wB97M-V/def2-TZVPD" spin_multiplicity=1 homo_ev=-8.44 fmax_ev_per_a=1.79 lumo_energy_ev=-0.76 charge=0 homo_lumo_gap_ev=7.68 smiles="C#CCCCN(C)[C@](CCCCCCCCCCOC)(ON=O)[C@@H](O[C@](N=C=S)(B(N)O)B(O)CC)C(F)(F)C(F)F.O=[N+]([O-])c1ccccc1.O=[N+]([O-])c1ccccc1"
C 2.581 -0.418 4.790
C 2.814 0.024 3.699
C 3.057 0.692 2.401
C 2.070 1.858 2.185
C 1.745 2.149 0.704
N 0.635 1.439 0.089
C 0.837 1.401 -1.352
C -0.707 1.793 0.548
C -1.684 2.269 -0.567
C -2.336 1.192 -1.463
C -3.773 0.780 -1.079
C -4.781 1.940 -1.016
C -5.197 2.212 0.455
C -5.990 1.058 1.103
C -7.500 1.287 1.136
C -8.263 0.210 1.934
C -7.733 -1.224 1.802
C -7.924 -1.888 0.406
O -8.490 -1.033 -0.575
C -7.612 -0.724 -1.644
O -0.598 2.887 1.482
N -0.622 4.159 0.930
O -1.004 4.932 1.719
C -1.453 0.601 1.280
O -1.399 -0.611 0.594
C -0.430 -1.620 0.815
N 0.990 -1.195 1.026
C 1.885 -1.848 0.542
S 3.153 -2.783 0.344
B -0.420 -2.486 -0.570
N -0.307 -1.850 -1.898
O -0.527 -3.857 -0.486
B -0.780 -2.722 1.961
O -2.049 -3.247 1.986
C 0.237 -3.189 3.075
C -0.554 -3.805 4.275
C -1.383 0.489 2.802
F -1.517 1.671 3.432
F -0.252 -0.074 3.278
C -2.561 -0.403 3.374
F -3.284 0.261 4.284
F -3.414 -0.808 2.400
H 2.388 -0.618 5.816
H 3.097 -0.017 1.579
H 4.061 1.117 2.488
H 1.159 1.790 2.775
H 2.576 2.754 2.557
H 2.660 1.885 0.165
H 1.696 3.242 0.588
H 0.740 2.407 -1.799
H 0.163 0.736 -1.884
H 1.841 1.067 -1.612
H -2.504 2.732 -0.014
H -1.216 2.999 -1.218
H -2.418 1.611 -2.473
H -1.765 0.275 -1.588
H -3.795 0.155 -0.183
H -4.101 0.109 -1.884
H -5.703 1.738 -1.563
H -4.346 2.876 -1.377
H -5.781 3.131 0.557
H -4.293 2.361 1.057
H -5.632 0.945 2.133
H -5.776 0.103 0.616
H -7.900 1.308 0.120
H -7.697 2.251 1.612
H -8.184 0.469 2.997
H -9.330 0.226 1.709
H -6.690 -1.312 2.111
H -8.291 -1.840 2.515
H -8.601 -2.739 0.519
H -6.960 -2.288 0.076
H -6.575 -0.643 -1.310
H -7.698 -1.457 -2.451
H -7.916 0.254 -2.026
H -2.495 0.923 1.163
H -1.154 -1.902 -2.451
H 0.439 -2.311 -2.415
H -0.662 -4.205 -1.371
H -2.612 -2.742 1.388
H 0.928 -3.966 2.743
H 0.770 -2.320 3.470
H -1.439 -3.215 4.524
H -0.931 -4.784 3.977
H 0.055 -3.864 5.176
H -2.151 -1.292 3.860
C 7.264 -2.167 -3.958
C 6.627 -1.178 -4.696
C 5.249 -1.193 -4.834
C 4.527 -2.202 -4.222
C 5.147 -3.199 -3.488
C 6.525 -3.179 -3.357
N 3.063 -2.206 -4.342
O 2.547 -1.331 -5.003
O 2.447 -3.083 -3.764
H 8.341 -2.147 -3.847
H 7.204 -0.392 -5.161
H 4.753 -0.422 -5.404
H 4.571 -3.982 -3.017
H 7.023 -3.948 -2.782
C 9.433 2.593 0.075
C 10.153 2.952 -1.057
C 9.597 2.787 -2.316
C 8.319 2.265 -2.419
C 7.590 1.896 -1.302
C 8.155 2.062 -0.048
N 7.716 2.105 -3.748
O 8.384 2.409 -4.716
O 6.584 1.670 -3.801
H 9.868 2.728 1.056
H 11.148 3.364 -0.959
H 10.154 3.065 -3.198
H 6.596 1.485 -1.401
H 7.597 1.780 0.835

=====

4.
15
Properties=species:S:1:pos:R:3 method="wB97M-V/def2-TZVPD" spin_multiplicity=1 relative_energy_kj_mol=275.4 homo_ev=-9.41 fmax_ev_per_a=3.63 lumo_energy_ev=0.87 charge=0 homo_lumo_gap_ev=10.28 smiles=C[C@@H]1N[C@H]1CO
C 1.222 0.064 -1.620
C 0.562 -0.618 -0.459
C -0.657 -0.017 0.058
C -0.846 0.117 1.591
H 1.674 1.077 -1.371
H 1.959 -0.567 -2.254
H 0.403 0.291 -2.258
H 1.227 -0.955 0.307
H -1.097 -1.307 -1.514
H -1.091 1.007 -0.297
H -0.144 -0.566 2.083
H -1.933 -0.225 1.746
H 0.232 1.606 2.393
N -0.785 -1.328 -0.555
O -0.727 1.419 2.150

=====

5.
23
Properties=species:S:1:pos:R:3 method="wB97M-V/def2-TZVPD" spin_multiplicity=1 relative_energy_kj_mol=216.4 homo_ev=-8.89 fmax_ev_per_a=1.71 lumo_energy_ev=0.88 charge=0 homo_lumo_gap_ev=9.77 smiles="C=CCC[C@@H](C)N.O"
C -1.183 -1.425 0.110
C -0.321 -0.938 -1.044
C -0.981 0.278 -1.732
C 0.018 1.431 -2.068
C 0.064 3.193 -0.226
C -0.306 2.742 -1.410
N -0.022 -2.062 -1.907
H -1.119 -0.782 0.993
H -0.961 -2.399 0.554
H -2.242 -1.433 -0.173
H 0.608 -0.565 -0.624
H -1.682 0.739 -1.074
H -1.458 -0.063 -2.645
H 1.030 1.041 -1.935
H 0.051 1.639 -3.135
H -0.109 4.120 0.302
H 0.695 2.504 0.345
H -1.070 3.239 -2.012
H -0.787 -2.708 -2.023
H 0.538 -1.872 -2.724
H 1.526 -1.612 6.636
H 2.945 -1.762 6.042
O 2.327 -2.145 6.671

=====

6.
56
Properties=species:S:1:pos:R:3 method="wB97M-V/def2-TZVPD" spin_multiplicity=1 relative_energy_kj_mol=186.0 homo_ev=-7.96 fmax_ev_per_a=0.91 lumo_energy_ev=0.12 charge=0 homo_lumo_gap_ev=8.09 smiles="CC(C)c1ccc2oc(=O)cc(CN3CCN(Cc4ccccc4)CC3)c2c1"
C 0.803 3.109 -4.228
H 1.593 2.522 -4.691
H 0.217 3.581 -5.013
H 0.153 2.435 -3.676
C 1.401 4.173 -3.305
C 2.309 3.549 -2.273
C 1.830 2.620 -1.369
C 2.657 2.037 -0.404
C 4.006 2.427 -0.359
C 4.497 3.358 -1.271
C 3.657 3.906 -2.213
H 4.047 4.629 -2.915
H 5.538 3.635 -1.214
O 4.876 1.933 0.548
C 4.491 1.033 1.507
O 5.322 0.650 2.292
C 3.104 0.612 1.481
C 2.217 1.063 0.570
C 0.787 0.586 0.559
N 0.591 -0.535 1.454
C 0.995 -1.813 0.884
C -0.043 -2.382 -0.099
N -1.379 -2.479 0.462
C -1.776 -1.200 1.031
C -0.742 -0.642 2.023
H -1.057 0.339 2.385
H -0.669 -1.308 2.888
H -2.743 -1.322 1.523
H -1.901 -0.499 0.199
C -1.575 -3.605 1.361
C -3.043 -3.818 1.622
C -3.936 -3.834 0.558
C -5.287 -4.032 0.778
C -5.760 -4.221 2.066
C -4.877 -4.208 3.131
C -3.526 -4.003 2.910
H -2.841 -3.990 3.747
H -5.240 -4.353 4.138
H -6.815 -4.378 2.239
H -5.973 -4.041 -0.056
H -3.557 -3.680 -0.441
H -1.176 -4.492 0.857
H -1.043 -3.501 2.321
H 0.272 -3.369 -0.441
H -0.113 -1.731 -0.979
H 1.956 -1.689 0.383
H 1.132 -2.512 1.715
H 0.156 1.416 0.894
H 0.504 0.355 -0.481
H 2.809 -0.096 2.237
H 0.789 2.340 -1.401
C 0.296 4.989 -2.629
H -0.350 4.349 -2.033
H -0.313 5.488 -3.378
H 0.728 5.744 -1.975
H 2.001 4.855 -3.916